(1)
Density functional theory data (the ωB97M-V functional and the def2-TZVPD basis) for C36H37NP2ReS as an isolated structure at a distorted geometry.

CARTESIAN COORDINATES (ANGSTROEM)
Re 0.097954 1.144377 -2.288576
S 0.210325 3.159581 -1.768096
P -1.852479 -0.949367 -3.123948
P 2.231045 0.055395 -2.443899
N -1.944067 0.300478 0.082571
C 1.116790 -1.290967 -3.337128
C -4.581714 0.177920 -2.481562
C -5.085227 2.598205 -2.512324
C -3.565613 -4.647037 -2.939564
C -0.156471 -1.685278 -2.871627
C 3.104059 1.664425 -2.738494
C -2.797677 -3.581260 -3.403654
C 3.745146 1.810202 -3.978083
C -4.206707 -4.585600 -1.693805
C 3.397843 -2.230716 -1.362255
C 4.949348 -0.463136 -1.897486
C 3.834820 4.212407 -3.644049
C -3.307756 -2.370957 -1.347148
C -5.500613 1.253625 -2.397081
C -2.092916 0.870677 -5.088518
C -1.485565 1.675094 -6.137003
C 6.011968 -1.286154 -1.540872
C 1.262083 0.508614 -0.472809
C -0.138977 2.301580 -5.740039
C 3.038361 2.772945 -1.875225
C 3.267019 4.051708 -2.385456
C -1.208565 0.659400 -0.775281
C 0.978239 0.085664 -5.091124
C -2.764927 -2.414166 -2.633807
C 5.781001 -2.595185 -1.117315
C -1.964068 -0.553681 -4.901861
C -2.836639 1.773314 -2.810132
C 0.299318 -0.741932 -6.171835
C -4.029725 -3.455700 -0.877119
C -3.213023 0.424555 -2.691511
C 4.105265 3.078936 -4.430310
C -3.724219 2.843431 -2.700102
C 3.631120 -0.939687 -1.861381
C 0.664824 1.424706 -4.803488
C -1.065897 -1.375161 -5.864379
C 4.464449 -3.052060 -1.011040
H 2.065749 -0.130490 -5.087670
H 0.452033 2.472747 -6.655157
H -0.299155 3.283508 -5.265799
H -4.812319 -5.412443 -1.338070
H -3.158579 -1.467304 -0.744625
H 0.980484 -1.571236 -6.412096
H -2.987573 -1.011354 -4.917380
H 2.374652 -2.575713 -1.258754
H 4.115763 5.211995 -4.005094
H -1.589653 -1.547607 -6.826304
H 1.367094 2.079574 -4.240225
H 7.033686 -0.912888 -1.604294
H -6.556599 1.064063 -2.217005
H -4.462047 -3.406262 0.118024
H 3.936326 0.935623 -4.605876
H -1.372328 1.057174 -7.034776
H -3.665687 -5.547358 -3.543970
H -1.773381 2.073960 -3.091269
H -0.188817 -2.630666 -2.293701
H 0.773677 1.229391 0.213574
H -2.181214 2.497491 -6.372534
H 4.268876 -4.062238 -0.659204
H 2.337053 0.675126 -0.303223
H 1.767091 -2.027320 -3.812507
H 2.995817 4.933151 -1.790523
H 0.966279 -0.517578 -0.195408
H -0.948781 -2.369119 -5.415129
H -4.972177 -0.839200 -2.364317
H -5.784331 3.437448 -2.441674
H 0.220344 -0.174253 -7.110938
H 5.163308 0.555538 -2.199484
H -3.324981 3.860974 -2.759858
H -2.252824 -3.625329 -4.352940
H 4.587003 3.194271 -5.412046
H -3.115326 1.235926 -4.925213
H 6.616260 -3.254977 -0.871681
H 2.756042 2.656376 -0.833037

Atoms 1-6, force components in eV/Å:
-0.7 0.8 0.9
-0.5 -0.3 -0.3
-0.8 -0.3 0.1
0.5 0.5 0.7
2.3 1.2 -2.4
0.4 1.2 -0.9

Summary:
* highest occupied orbital energy (alpha / beta): -12.879 / -13.802 eV
* max |F|: 3.53 eV/A
* energy relative to the best compared isomer or geometry (same formula, charge and spin): 6.5195 eV
* total charge: +2
* multiplicity: 4
* E_LUMO (alpha / beta): -7.91 / -7.96 eV

Charges in e, computed with Löwdin, in the same order as the atoms: 0.788 0.553 1.053 0.995 0.120 -0.296 -0.040 -0.032 -0.050 -0.233 -0.408 -0.063 -0.123 -0.031 -0.078 -0.056 -0.033 -0.108 -0.024 -0.157 -0.176 -0.037 -0.249 -0.149 -0.190 -0.087 -0.463 -0.163 -0.357 -0.023 -0.383 -0.222 -0.149 -0.040 -0.290 -0.042 -0.051 -0.325 -0.210 -0.142 -0.041 0.106 0.140 0.121 0.118 0.077 0.128 0.148 0.102 0.130 0.141 0.055 0.125 0.117 0.121 0.120 0.119 0.118 0.022 0.109 0.046 0.136 0.122 0.039 0.108 0.128 0.059 0.092 0.114 0.124 0.126 0.104 0.123 0.106 0.127 0.118 0.129 0.091

=====

(2)
Density functional theory data (the ωB97M-V functional and the def2-TZVPD basis) for C36H38AsN3RhS as an isolated structure.

CARTESIAN COORDINATES (ANGSTROEM)
Rh 2.442428 0.864534 1.102527
As -0.601486 -0.017386 0.568924
S 0.272577 3.295914 4.098020
N 2.090298 -0.119216 3.098704
N 0.893887 0.698692 -0.406242
N 4.324280 -0.003968 0.475250
C -0.928998 -1.550028 -0.648033
C -1.042846 -3.887773 -2.228498
C 0.710700 4.442033 2.907244
C -0.077090 -3.735144 -1.249375
C -3.346824 -0.760969 1.574926
C -1.930845 -1.695650 -1.627871
C 1.228215 2.087441 3.329513
C -2.150138 1.155322 0.381073
C 1.539983 3.917063 1.960773
C 1.211550 -0.935132 5.577445
C -2.148987 2.474355 -0.082628
C -3.034844 -0.707108 -1.914691
C 0.415521 1.070939 -4.016136
C 2.371663 -1.339815 3.546135
C 2.634107 1.810477 -3.383520
C -1.955247 -2.856354 -2.393780
C 1.104617 0.959548 -1.689991
C 1.661814 1.595523 -4.363523
C -1.119421 -5.126193 -3.071747
C 0.934849 0.341324 5.127405
C -5.777528 3.472574 0.482641
C 1.848773 2.545533 2.185364
C 4.861588 -2.661814 -1.653536
C 1.958152 -1.796390 4.782887
C -3.338389 3.193006 -0.046792
C -0.009481 -2.592692 -0.459168
C -4.473270 1.374490 0.979992
C 1.402741 0.737585 3.879537
C 4.976553 -0.751232 -0.105331
C 5.769511 -1.714859 -0.863971
C -4.514563 2.660948 0.463273
C 2.373371 1.489137 -2.075204
C 0.129030 0.768077 -2.708160
C 1.080373 -2.541147 0.580766
C -0.924049 3.174925 -0.603827
C -3.310423 0.613871 0.958460
H -2.726938 -2.956326 -3.147960
H -2.037510 -5.677777 -2.868341
H 5.475644 -3.325430 -2.258737
H -0.032100 2.916927 -0.033661
H -0.331244 0.908874 -4.780097
H 1.867863 -1.821121 0.313688
H -1.118794 -4.877067 -4.132266
H -0.736499 2.943077 -1.655016
H 6.398076 -2.256418 -0.154118
H -3.441712 -0.898663 -2.905642
H -3.850521 -0.822394 -1.198472
H 0.377084 1.033869 5.740311
H -6.074484 3.753027 -0.528518
H 2.210793 -2.793521 5.107978
H -2.733796 0.336992 -1.863651
H 6.432571 -1.149910 -1.521349
H 1.874478 1.843126 -5.394220
H -1.060748 4.252527 -0.527422
H 4.255111 -3.268132 -0.983532
H 0.639146 -4.530252 -1.083397
H 0.325258 5.445355 2.967035
H 4.197571 -2.107307 -2.314467
H -2.639898 -0.842555 2.406233
H -3.336522 4.212533 -0.413698
H -3.105910 -1.552244 0.862871
H -0.280123 -5.789997 -2.875953
H -5.366307 0.949198 1.421420
H -6.597693 2.917682 0.933849
H 1.918671 4.498852 1.134437
H 1.548118 -3.520869 0.674851
H 0.858192 -1.255092 6.547714
H 2.942009 -1.971258 2.876016
H -0.836400 0.378147 -2.432927
H -4.339207 -0.969063 1.968719
H 3.590934 2.233061 -3.656168
H 0.700241 -2.249881 1.562107
H -5.640448 4.393850 1.049358
H 3.122941 1.667741 -1.305808

Atoms 1-6, force components in eV/Å:
0.1 0.6 0.4
-0.1 -0.3 -0.2
0.0 0.1 0.0
-0.1 0.1 -0.1
0.1 -0.2 0.3
0.1 -0.4 -0.4

Summary:
* highest occupied orbital energy (alpha / beta): -10.009 / -10.380 eV
* max |F|: 0.71 eV/A
* energy relative to the best compared isomer or geometry (same formula, charge and spin): 0.2618 eV
* total charge: +1
* multiplicity: 5
* E_LUMO (alpha / beta): -2.05 / -4.72 eV

Charges in e, computed with Löwdin, in the same order as the atoms: 0.966 1.378 1.045 -0.002 -0.227 0.082 -0.288 -0.256 -0.403 -0.012 -0.073 -0.274 -0.556 -0.326 -0.226 -0.037 -0.265 -0.045 -0.046 -0.139 -0.063 -0.009 -0.381 -0.041 -0.040 -0.016 -0.041 -0.292 -0.078 -0.046 -0.007 -0.286 -0.008 -0.301 -0.140 -0.194 -0.254 -0.025 -0.008 -0.109 -0.042 -0.315 0.123 0.088 0.084 0.042 0.117 0.042 0.085 0.077 0.128 0.086 0.087 0.102 0.086 0.109 0.061 0.128 0.114 0.087 0.076 0.114 0.069 0.081 0.074 0.123 0.064 0.076 0.118 0.077 0.098 0.080 0.117 0.108 0.077 0.084 0.112 0.042 0.086 0.079

=====

(3)
Density functional theory data (the ωB97M-V functional and the def2-TZVPD basis) for C36H38AuN8OSSb as an isolated structure at a distorted geometry.

CARTESIAN COORDINATES (ANGSTROEM)
Au 0.274440 -0.357334 0.067656
Sb -2.233883 0.244645 -0.154315
S -2.306062 4.969006 -0.899464
O -0.380690 0.826637 2.227222
N 4.760479 -3.792273 -3.143921
N 2.321051 -0.756566 -0.128387
N 4.267153 -1.563421 -0.649649
N 5.193524 -2.591887 -2.616215
N 4.679710 -3.670972 -4.415583
N 0.573833 0.818231 4.290139
N 1.140851 2.447710 2.723641
N -1.339835 2.355501 -0.932722
C -3.659358 1.362477 0.923350
C -3.018234 0.162388 -2.101566
C -4.573912 -3.505337 0.405318
C -4.277057 3.055067 2.517740
C -3.924162 1.124712 -2.558738
C 5.497234 -0.421848 -6.029764
C -4.148477 -0.092572 -4.623746
C -0.143361 -0.414568 4.610660
C -3.290190 2.336128 1.852558
C -5.980494 1.825611 1.333288
C 5.374167 -1.668837 -3.601052
C 5.056068 -2.366805 -4.753068
C 5.795078 0.284166 -4.845058
C 0.833595 3.144936 1.481400
C -2.985058 -1.751345 0.553929
C 5.743636 -0.319381 -3.608928
C 2.293325 -2.961754 -1.334831
C 4.505060 -0.359904 -0.003465
C -2.510045 -2.205047 1.777075
C 2.941116 -1.775072 -0.711289
C 2.073537 3.058914 3.682633
C -4.144938 -3.969953 1.647318
C -5.002375 1.103384 0.658621
C 1.501297 2.944250 5.080709
C -3.227619 -1.036149 -4.180834
C 5.299183 -2.458471 -1.202624
C 0.415998 1.351585 3.062517
C -5.619267 2.796084 2.261452
C 1.299084 1.481215 5.387131
C -3.114204 -3.326944 2.330168
C -2.656668 -0.910631 -2.921503
C 3.293211 0.138163 0.321869
C 5.125799 -1.747234 -6.003001
C -3.984866 -2.383954 -0.172680
C -1.755508 3.452615 -0.912185
C -4.498801 0.985240 -3.815126
H 0.722745 1.361115 6.301384
H 5.978876 0.226919 -2.702611
H -2.953657 -1.871388 -4.815288
H -4.000031 3.816769 3.237022
H 2.260011 0.987743 5.538258
H -4.591001 -0.194048 -5.607954
H 0.540873 3.466841 5.113432
H -6.386255 3.349523 2.789598
H -4.193213 1.975130 -1.941392
H 5.566745 0.094997 -6.979811
H 2.353780 -2.916190 -2.424559
H 5.504336 0.012154 0.174407
H -5.298450 0.359303 -0.069789
H 3.039946 1.051178 0.844567
H -2.240660 2.522054 2.063196
H -0.082571 3.738907 1.562254
H 5.190846 -3.453877 -0.789027
H 3.043191 2.555870 3.630658
H -1.216698 -0.246883 4.695262
H 2.771864 -3.889972 -1.022634
H 2.220799 4.097585 3.405517
H -4.615062 -4.843079 2.083433
H -7.026557 1.629542 1.130046
H 6.068422 1.330208 -4.913864
H -4.315815 -2.035855 -1.141571
H 2.165553 3.398861 5.812953
H -5.370808 -4.014703 -0.125962
H 4.898142 -2.298234 -6.909515
H 0.032955 -1.162487 3.844806
H 0.233863 -0.790678 5.556059
H 1.242379 -2.988798 -1.045846
H 1.657761 3.811836 1.241411
H -1.945177 -1.655270 -2.578607
H -5.218328 1.717119 -4.162950
H 6.263017 -2.055121 -0.919287
H -2.779142 -3.697818 3.293076
H 0.706279 2.440785 0.661148
H -1.712350 -1.690415 2.295502

Atoms 1-6, force components in eV/Å:
-0.1 0.1 0.3
-1.1 -1.1 0.0
-0.1 0.2 0.0
0.1 0.0 0.2
0.2 0.7 -0.7
0.1 0.3 0.2

Summary:
* highest occupied orbital energy (alpha / beta): -12.860 / -12.859 eV
* max |F|: 1.57 eV/A
* energy relative to the best compared isomer or geometry (same formula, charge and spin): 1.1651 eV
* total charge: +2
* multiplicity: 3
* E_LUMO (alpha / beta): -4.78 / -9.07 eV

Charges in e, computed with Löwdin, in the same order as the atoms: 0.702 1.527 0.934 -0.162 0.061 -0.083 0.008 -0.070 0.094 -0.059 -0.074 0.039 -0.350 -0.388 -0.047 -0.064 -0.125 -0.067 -0.046 -0.017 -0.132 -0.052 -0.179 -0.219 -0.067 -0.043 -0.286 -0.012 0.009 -0.032 -0.118 -0.329 -0.133 -0.043 -0.117 -0.144 -0.057 -0.049 -0.478 -0.053 -0.138 -0.054 -0.138 -0.105 0.001 -0.100 -0.780 -0.053 0.131 0.103 0.117 0.113 0.134 0.119 0.130 0.117 0.094 0.111 0.090 0.133 0.101 0.099 0.078 0.084 0.142 0.131 0.100 0.093 0.126 0.119 0.118 0.111 0.099 0.130 0.121 0.124 0.079 0.097 0.065 0.099 0.099 0.117 0.145 0.117 0.037 0.069